Record 1
C12H28N4O4 | ωB97M-V/def2-TZVPD

Each line ends with the Mulliken charge.
Element x y z (Å)
1 C 2.73247 -1.34671 -1.36120  -1.20
2 C 2.93033 -1.72382 0.08781  0.57
3 O 2.02038 -2.23213 0.84055  -0.53
4 N 4.14217 -1.34499 0.50569  -0.12
5 C 4.47631 -1.21230 1.92228  -0.76
6 H 2.89266 -0.26855 -1.36450  0.40
7 H 1.66981 -1.51809 -1.53288  0.32
8 H 3.28401 -1.72786 -2.22064  0.36
9 H 4.78789 -1.07199 -0.22137  0.25
10 H 5.11704 -2.05597 2.17876  0.28
11 H 3.58971 -1.17032 2.55496  0.22
12 H 4.80989 -0.17612 1.86610  0.42
13 C 0.58914 2.99113 0.71570  -1.74
14 C 1.17082 1.65636 0.24348  0.82
15 O 0.98649 1.32929 -0.88004  -0.54
16 N 1.69270 0.77513 1.12709  0.33
17 C 2.16446 1.08431 2.40844  -1.09
18 H -0.22919 2.85274 1.42231  0.54
19 H 0.16371 3.38720 -0.20638  0.48
20 H 1.36082 3.71944 0.96506  0.43
21 H 2.05367 -0.07019 0.70847  -0.50
22 H 1.52094 1.62334 3.10373  0.24
23 H 2.97918 1.75302 2.13064  0.42
24 H 2.49161 0.13912 2.84168  0.29
25 C 0.42847 -1.60544 1.87431  -0.74
26 C -0.79599 -0.89516 1.22619  0.63
27 O -1.81271 -1.54395 0.98828  -0.72
28 N -0.59510 0.40471 0.88869  -0.34
29 C -1.55939 1.32414 0.32201  -1.12
30 H -0.01992 -2.03658 2.76938  0.54
31 H 1.16855 -0.92192 2.29048  -0.05
32 H 0.91799 -2.31231 1.20438  0.01
33 H 0.36917 0.69876 0.95050  1.02
34 H -2.50922 0.96247 0.71585  0.59
35 H -1.54264 1.35849 -0.76732  0.21
36 H -1.37351 2.36121 0.60136  0.33
37 C -2.85054 -0.00386 -1.28691  -0.70
38 C -4.27520 -0.10336 -1.87601  0.36
39 O -5.22128 -0.12644 -1.06678  -0.66
40 N -4.50253 -0.28447 -3.19924  -0.19
41 C -5.72538 -0.48901 -3.84785  -0.90
42 H -2.44861 -0.98512 -1.03453  0.42
43 H -2.78607 0.72879 -0.48245  -0.15
44 H -2.37747 0.52782 -2.11251  0.37
45 H -3.72030 -0.78417 -3.59738  0.25
46 H -6.40945 0.35637 -3.92181  0.28
47 H -6.23378 -1.41012 -3.56289  0.30
48 H -5.52216 -0.61287 -4.91155  0.37

Computed properties:
- Energy above the lowest of the compared OMol25 structures with the same formula, charge and spin: 267.6 kcal per mole
- HOMO: -8.23 eV
- F_max: 13.51 eV/A
- E_tot: -27039.0271 eV
- Molecular weight: 292.38 g mol⁻¹

Record 2
C4H6O | ωB97M-V/def2-TZVPD

Each line ends with the Mulliken charge.
Element x y z (Å)
1 C -1.15875 0.28289 -1.14816  -0.18
2 C 0.02938 0.11276 -1.04313  0.14
3 C 1.46972 -0.06975 -0.86930  -1.16
4 H -2.20981 0.45198 -1.23094  0.36
5 H 1.81805 0.45109 0.02892  0.28
6 H 1.73635 -1.12690 -0.76468  0.29
7 H 1.98557 0.33878 -1.73905  0.31
8 C -0.90954 -0.11249 1.68778  -0.22
9 O 0.21773 -0.32666 2.05506  -0.43
10 H -1.33664 0.90886 1.64498  0.30
11 H -1.60090 -0.92362 1.38571  0.30

Computed properties:
- Energy above the lowest of the compared OMol25 structures with the same formula, charge and spin: 46.3 kcal per mole
- HOMO: -9.89 eV
- Structure (SMILES): C#CC.C=O
- F_max: 0.48 eV/A
- E_tot: -6289.9116 eV
- Molecular weight: 70.09 g mol⁻¹

Record 3
C39H50N2O5P2PtS3Si2 | ωB97M-V/def2-TZVPD

Each line ends with the Mulliken spin population.
Element x y z (Å)
1 Pt -0.83304 -0.57691 -0.20234  1.65
2 C -3.68825 0.30320 3.38314  0.00
3 Si -2.27020 -0.88466 3.09665  0.00
4 C -1.50169 -1.25452 4.77884  0.02
5 C -2.93382 -2.48614 2.38544  0.00
6 N -0.96640 -0.31871 2.08810  0.25
7 P 0.09669 0.86230 2.19372  0.19
8 C 0.62160 0.84738 0.54008  0.74
9 P 1.93540 0.32704 -0.45258  0.04
10 N 1.30218 -0.92314 -1.22779  0.18
11 Si 1.54612 -1.53648 -2.83501  0.02
12 C 3.38294 -1.70064 -3.20422  0.01
13 C 0.77913 -0.39827 -4.10853  0.00
14 C 0.78075 -3.24343 -2.91589  0.00
15 C 3.37909 -0.15051 0.51820  0.05
16 C 3.81050 -1.47015 0.51666  0.01
17 C 4.91386 -1.84160 1.27483  0.00
18 C 5.57816 -0.89502 2.03762  0.00
19 C 5.14153 0.42567 2.05050  0.01
20 C 4.04547 0.79816 1.29352  -0.01
21 C 2.49096 1.69828 -1.48594  -0.01
22 C 3.81060 1.78064 -1.92626  0.00
23 C 4.19579 2.80692 -2.77500  0.00
24 C 3.26750 3.75526 -3.18387  0.01
25 C 1.95332 3.67900 -2.74361  0.01
26 C 1.56194 2.65353 -1.89581  0.04
27 C -0.44465 2.51671 2.64199  -0.02
28 C -0.28948 3.57617 1.75753  0.07
29 C -0.69403 4.85032 2.12482  0.02
30 C -1.25661 5.06553 3.37410  0.00
31 C -1.41287 4.00863 4.26187  0.00
32 C -1.00249 2.73658 3.89852  0.01
33 C 1.41416 0.45289 3.34974  0.06
34 C 1.79559 -0.88923 3.40822  0.01
35 C 2.83132 -1.27339 4.24482  0.00
36 C 3.47931 -0.32642 5.02839  0.01
37 C 3.10147 1.00747 4.96939  0.00
38 C 2.07273 1.40141 4.12582  0.00
39 H -4.34274 -0.16394 4.12822  0.00
40 H -4.26692 0.48389 2.47976  0.00
41 H -3.37819 1.27135 3.77879  0.00
42 H -2.26044 -1.63084 5.47024  0.00
43 H -1.04698 -0.37322 5.24001  0.00
44 H -0.71991 -2.01275 4.69133  0.00
45 H -3.28232 -3.14365 3.18553  0.00
46 H -2.15382 -3.01415 1.83508  0.00
47 H -3.76495 -2.28808 1.70801  0.00
48 H 3.87375 -0.72769 -3.26339  0.00
49 H 3.52027 -2.19594 -4.16987  0.00
50 H 3.90103 -2.29832 -2.45109  0.00
51 H 1.31939 0.55093 -4.16004  0.00
52 H -0.25861 -0.17597 -3.85558  0.00
53 H 0.79746 -0.84706 -5.10626  0.00
54 H 1.37810 -3.96997 -2.35831  0.00
55 H 0.72943 -3.58888 -3.95217  0.00
56 H -0.22863 -3.24762 -2.49861  0.00
57 H 3.28219 -2.20549 -0.07645  0.00
58 H 5.24948 -2.87049 1.26863  0.00
59 H 6.43525 -1.18416 2.63246  0.00
60 H 5.65266 1.16194 2.65686  0.00
61 H 3.70388 1.82751 1.30397  -0.01
62 H 4.53968 1.04862 -1.60008  0.00
63 H 5.22184 2.86772 -3.11374  0.00
64 H 3.57057 4.55646 -3.84558  0.00
65 H 1.22745 4.41611 -3.06142  0.00
66 H 0.52978 2.58110 -1.57218  -0.04
67 H 0.11901 3.39755 0.76990  -0.02
68 H -0.58429 5.67160 1.42898  0.00
69 H -1.58082 6.05895 3.65614  0.00
70 H -1.85799 4.17579 5.23399  0.00
71 H -1.12049 1.91341 4.59454  -0.01
72 H 1.26937 -1.62018 2.80295  -0.02
73 H 3.12861 -2.31319 4.28881  0.00
74 H 4.28245 -0.63118 5.68769  0.00
75 H 3.60362 1.74344 5.58433  0.00
76 H 1.77687 2.44225 4.08213  0.00
77 O -2.73841 2.17934 0.73468  0.00
78 S -3.17919 1.26524 -0.28656  0.00
79 O -3.05786 -0.17327 0.17621  0.17
80 O -4.47028 1.51903 -0.87010  0.01
81 S -1.72783 1.18610 -1.76848  0.47
82 O 0.35346 -2.95364 0.74014  0.01
83 H 0.93305 -2.62534 0.03502  0.00
84 H -0.39018 -3.35298 0.26681  0.00
85 C -4.31829 0.84410 -6.04995  0.00
86 C -4.12453 -0.08148 -4.88148  0.01
87 C -3.05805 -0.98499 -4.86323  0.00
88 C -2.83328 -1.79032 -3.76621  0.00
89 C -3.68957 -1.69994 -2.67446  -0.01
90 C -4.74981 -0.81371 -2.66802  0.01
91 C -4.96623 -0.01347 -3.78136  0.00
92 S -3.37699 -2.63789 -1.20386  0.00
93 C -3.56856 -4.28791 -1.89404  0.00
94 O -1.86353 -2.58979 -0.96857  0.06
95 H -3.86488 0.44246 -6.95562  0.00
96 H -3.85450 1.81156 -5.84536  0.00
97 H -5.37619 1.02108 -6.24238  0.00
98 H -2.38749 -1.03428 -5.71257  0.00
99 H -1.97810 -2.45518 -3.73595  0.00
100 H -5.36535 -0.70352 -1.78619  0.00
101 H -5.77409 0.70712 -3.76519  0.00
102 H -2.87631 -4.43202 -2.71961  0.00
103 H -4.59874 -4.40216 -2.23121  0.00
104 H -3.35781 -4.99391 -1.09163  0.00

Computed properties:
- Energy above the lowest of the compared OMol25 structures with the same formula, charge and spin: 0.0 kcal per mole
- HOMO (spin up / spin down): -6.83 / -7.87 eV
- F_max: 0.53 eV/A
- E_tot: -124558.6981 eV
- Multiplicity: 5
- Molecular weight: 1036.24 g mol⁻¹
- ⟨S²⟩: 6.02

Question: Which formula does entry 2 have?
Answer: C4H6O

Question: Which of these has the highest molecular weight?
Answer: C39H50N2O5P2PtS3Si2